Entry 1:
This record from OMol25 describes a structure of composition C26H32InN10O8P2SbSe4. The level of theory is ωB97M-V/def2-TZVPD.

## Properties
- HOMO (hartree) = -0.07405
- E_LUMO (Eh) = 0.142
- HOMO-LUMO gap (eV) = 5.892
- charge = -2

The geometry in XYZ format:
```
84
Properties=species:S:1:pos:R:3:mulliken_charge:R:1
In 0.76835 0.87173 -1.37140 1.0987
Se 2.73384 3.51063 -5.60881 -0.4570
Sb 0.54704 3.83788 -7.06187 0.1397
Se 1.49066 2.13184 -4.10718 0.4215
Se -0.56896 2.26784 -5.25365 -0.3725
Se -0.24098 6.09368 -6.64071 -0.7184
C 6.21259 -0.24569 0.31594 -1.8646
C 4.93141 0.55078 0.12364 0.8203
O 5.02176 1.74970 0.89241 -0.6406
P 4.71406 1.01805 -1.64284 0.8860
O 6.18805 1.42245 -2.16018 -0.5726
O 4.41634 -0.31411 -2.42239 -0.5653
O 3.77214 2.14197 -1.80910 -0.6346
P 3.43715 -0.41693 0.69879 0.6573
O 3.97306 -1.08873 2.08611 -0.6560
O 3.22892 -1.53151 -0.28223 -0.8744
O 2.34024 0.54234 1.04318 -0.4001
H 7.06852 0.32680 -0.04187 0.4501
H 6.15164 -1.18186 -0.23964 0.3348
H 6.34401 -0.47969 1.37133 0.4020
H 4.19417 2.22854 0.73688 0.3690
H 6.09196 2.20039 -2.72413 0.3455
H 3.89386 -0.95005 -1.82447 0.4870
H 3.79178 -0.46301 2.79617 0.3476
N -3.21486 3.76568 3.39738 -0.5977
C -2.40747 3.11314 2.47508 0.8156
C -1.27372 2.41088 2.87920 -0.7484
C -0.50627 1.77915 1.91858 -0.7730
N -0.79176 1.80260 0.61982 1.0082
C -1.85833 2.50384 0.22993 -0.8183
C -2.68487 3.17044 1.11126 -1.1895
H -3.15977 3.41239 4.33805 0.2186
H -4.16089 3.92644 3.09372 0.2181
H -1.00604 2.34690 3.92712 0.3405
H 0.38745 1.22278 2.18926 0.4767
H -2.05737 2.51062 -0.83455 0.6632
H -3.54786 3.71368 0.74593 0.3524
C -3.51249 -6.07821 -1.79962 -1.4163
C -3.11592 -5.68718 -0.40027 0.6990
C -2.51288 -6.59524 0.46228 -0.7952
C -2.08079 -6.20744 1.72289 -0.3960
C -2.27304 -4.90186 2.15468 -0.0514
N -1.79257 -4.52177 3.43080 -0.0776
C -1.38482 -3.27801 3.86072 0.2269
O -1.43506 -2.97815 5.04507 -0.7503
N -0.89660 -2.41461 2.91843 -0.0130
C -0.37528 -2.68534 1.63538 -0.0450
C 0.30689 -3.85483 1.33549 -0.0343
C 0.78221 -4.03532 0.04990 -0.6963
C 0.58933 -3.03042 -0.88379 -0.8280
N -0.03790 -1.89696 -0.59466 0.0015
C -0.51403 -1.73179 0.63358 -0.0814
C -2.92059 -3.99643 1.32384 -0.0809
C -3.31770 -4.38669 0.05622 -0.6359
H -3.55673 -7.16243 -1.91095 0.3748
H -2.79066 -5.69381 -2.52359 0.2652
H -4.48607 -5.66248 -2.06201 0.3539
H -2.35011 -7.61729 0.13736 0.2797
H -1.57485 -6.91596 2.36977 0.3836
H -1.98779 -5.13933 4.20128 0.2565
H -0.86179 -1.45835 3.23467 0.1346
H 0.46803 -4.60395 2.10044 0.4988
H 1.32858 -4.93078 -0.21461 0.4441
H 0.96707 -3.12273 -1.89529 0.4532
H -1.01452 -0.78828 0.83924 0.2229
H -3.11230 -2.98017 1.64855 0.6227
H -3.79285 -3.65146 -0.58389 0.4417
N -1.78865 0.46054 -2.14553 -0.6279
C -2.66188 -0.08045 -1.59388 0.6568
N -3.65012 -0.69568 -1.02676 -0.8630
C -3.94310 -0.65498 0.23945 0.8091
N -4.28177 -0.69008 1.35528 -0.7821
C -0.71549 7.10250 -2.18946 -0.8563
N -0.13213 5.96030 -1.51740 0.2090
C 0.28149 5.88685 -0.20904 -0.5911
C 0.70741 4.60365 -0.02942 -0.7256
N 0.56583 3.89063 -1.19386 0.4193
C 0.06187 4.73455 -2.06292 -0.2776
H -0.18551 8.00985 -1.89970 0.3221
H -1.77200 7.20804 -1.93404 0.2863
H -0.62353 6.96383 -3.26596 0.2498
H 0.24280 6.73595 0.45205 0.4412
H 1.11047 4.14547 0.85991 0.4163
H -0.18027 4.52473 -3.09542 0.1865
```

Entry 2:
This record from OMol25 describes a structure of composition C26H32KN3O5S2. The level of theory is ωB97M-V/def2-TZVPD.

## Properties
- HOMO (hartree) = -0.04860
- E_LUMO (Eh) = 0.148
- HOMO-LUMO gap (eV) = 5.347
- charge = -2

The geometry in XYZ format:
```
69
Properties=species:S:1:pos:R:3:mulliken_charge:R:1
K -0.90230 -2.50285 0.29967 0.9090
C 3.33045 -2.76370 -1.90277 -1.2600
C 3.17623 -2.81547 -0.42194 0.3186
N 2.08248 -3.15015 0.21670 -0.4453
C 2.39656 -3.08699 1.56470 0.7832
C 3.70740 -2.70496 1.71267 -0.2452
N 4.17894 -2.54198 0.44401 0.0109
C 4.65016 -2.46829 2.86713 0.6513
O 4.14844 -2.58753 4.02154 -0.8062
O 5.80293 -2.13108 2.55314 -0.7682
C 1.36745 -3.38559 2.59362 0.5240
O 1.74253 -3.29344 3.84470 -0.5946
O 0.23735 -3.71289 2.26263 -0.7661
H 2.36008 -2.94508 -2.35977 0.2406
H 4.03142 -3.52492 -2.25429 0.5092
H 3.69028 -1.78738 -2.23388 0.1343
H 5.12929 -2.25835 0.27504 0.2046
H 2.74698 -3.04157 3.93701 0.4792
C -2.23879 4.30438 2.15021 -1.8167
C -2.14114 2.79948 2.06040 0.1005
C -2.74683 2.00551 3.02637 -0.9580
C -2.63651 0.61240 2.91570 0.4281
C -3.27819 -0.28501 3.94520 -1.5272
C -1.95028 0.05427 1.86298 -0.6326
C -1.29042 0.81774 0.84187 0.6436
C -1.43722 2.23391 1.00644 0.0280
N -0.63669 0.14583 -0.11194 -0.1659
C 0.10598 0.81360 -1.15337 0.9737
C 0.72352 -0.31493 -2.00547 -1.3674
C 1.56937 0.21596 -3.16553 0.8904
C 0.68946 1.07178 -4.08143 -1.8226
C 0.08549 2.22038 -3.26889 0.5519
C 1.21588 3.08329 -2.69549 -1.4992
C 2.11764 2.22952 -1.79607 0.4897
C 2.70836 1.07983 -2.61583 -1.5504
C 1.29335 1.65893 -0.63665 -1.1141
C -0.75925 1.65414 -2.12071 -1.1201
H -2.81190 4.60814 3.02874 0.3717
H -2.72862 4.72243 1.26599 0.3293
H -1.24723 4.76116 2.21890 0.3254
H -3.29068 2.45330 3.85260 0.1746
H -3.76155 0.30199 4.72881 0.3664
H -2.53726 -0.93590 4.41477 0.3026
H -4.03322 -0.93063 3.49204 0.2470
H -1.89993 -1.03155 1.82795 -0.1207
H -0.98800 2.91418 0.29671 0.6359
H -0.09574 -0.93793 -2.38391 0.4833
H 1.32591 -0.93902 -1.33719 -0.3365
H 1.98427 -0.62272 -3.73655 0.2848
H -0.11171 0.45808 -4.50632 0.5205
H 1.28264 1.46684 -4.91639 0.5287
H -0.54587 2.83443 -3.92097 0.2322
H 0.79264 3.91122 -2.11521 0.5227
H 1.80512 3.52164 -3.51122 0.5101
H 2.92966 2.84930 -1.39985 0.2974
H 3.36311 0.47782 -1.97554 0.3872
H 3.32014 1.47080 -3.43917 0.5757
H 0.94371 2.47046 0.00235 0.5619
H 1.91322 1.00941 -0.00838 0.3370
H -1.54932 1.00228 -2.50855 0.4836
H -1.25627 2.47021 -1.59408 0.3867
C -4.85999 -0.71647 0.48113 -0.7619
O -4.04798 -1.68297 -0.18413 -0.1015
C -4.52531 -2.93739 -0.41283 0.2025
S -6.10361 -3.34001 0.02257 -0.4658
S -3.38033 -3.91550 -1.20609 -0.5252
H -4.21658 0.15151 0.61827 0.1358
H -5.20151 -1.09049 1.44468 0.3084
H -5.73826 -0.47343 -0.11689 0.3896
```

Entry 3:
This record from OMol25 describes a structure of composition C26H32N4O7S3Se2W. The level of theory is ωB97M-V/def2-TZVPD.

## Properties
- HOMO (spin up / spin down) (hartree) = -0.27619 / -0.27620
- E_LUMO (spin up / spin down) (Eh) = -0.020 / -0.020
- HOMO-LUMO gap (spin up / spin down) (eV) = 6.978 / 6.979

The geometry in XYZ format:
```
75
Properties=species:S:1:pos:R:3:mulliken_charge:R:1
W 0.07338 -0.11152 0.52496 2.2684
O 3.10555 1.75601 4.85112 -0.4818
C 3.80808 0.56686 4.54945 -1.4227
C 3.18755 -0.08497 3.30480 2.6152
C 3.88272 -1.44591 3.18005 -1.3636
O 3.86204 -1.88605 1.83360 -0.4777
C 3.48921 0.81868 2.11375 -1.6501
Se 2.45475 0.77091 0.44361 -0.2058
C 1.68758 -0.19568 3.55285 -1.7960
Se 0.79053 -1.44572 2.35202 -0.3891
H 3.51043 2.18346 5.61013 0.3295
H 3.75070 -0.14561 5.38384 0.4479
H 4.86666 0.77432 4.34809 0.4357
H 3.38302 -2.16705 3.84111 0.2963
H 4.92262 -1.34625 3.51778 0.5386
H 4.35647 -2.70766 1.76560 0.3142
H 4.51518 0.65381 1.78326 0.4262
H 3.37991 1.85148 2.43755 0.6470
H 1.18905 0.76870 3.47391 0.4902
H 1.48889 -0.58820 4.55088 0.7204
N -5.26219 -4.75272 4.90737 -0.6173
C -4.58605 -3.60729 4.51509 0.9514
C -3.18619 -3.57863 4.51642 -0.7441
C -2.50788 -2.46231 4.07316 -0.3382
C -3.21996 -1.35636 3.62161 -0.0459
C -4.60673 -1.37113 3.61288 -0.4337
C -5.28695 -2.49193 4.05306 -0.7771
S -2.35595 0.09877 3.14693 0.9790
O -1.17618 0.19179 3.95492 -0.5804
O -3.31551 1.16654 3.14197 -0.7422
N -1.85776 -0.13491 1.59420 -0.1047
C -2.65424 0.23793 0.55848 0.2906
S -4.32230 0.60461 0.38357 -0.0502
C -4.04324 0.86596 -1.30766 -0.0326
C -2.73789 0.68745 -1.61029 -1.5811
N -1.96691 0.33338 -0.53610 -0.0342
H -4.75211 -5.38118 5.50566 0.2183
H -6.21852 -4.62342 5.19361 0.2087
H -2.63212 -4.44379 4.86039 0.3079
H -1.42679 -2.44208 4.08474 0.4054
H -5.14809 -0.49424 3.28272 0.5286
H -6.37061 -2.50295 4.04612 0.3304
H -4.84616 1.14777 -1.96700 0.5175
H -2.28498 0.79998 -2.58364 0.5814
O 0.32938 1.31340 -1.21040 -0.6143
C 0.08633 2.31903 -0.50189 0.3613
C 0.36795 3.75779 -0.82329 -0.6942
C 0.38180 4.38774 0.56840 -0.5617
C 0.10086 3.21844 1.51147 -0.0734
O 0.29347 3.21169 2.69599 -0.5399
N -0.33387 2.11312 0.75604 0.4379
H -0.44513 4.12567 -1.45321 0.2875
H 1.30219 3.85410 -1.37164 0.3328
H -0.38249 5.15038 0.71281 0.2703
H 1.34202 4.82186 0.83843 0.2676
C -6.30929 -2.00984 -1.61972 -1.5921
C -5.06892 -2.54279 -0.95480 0.6532
C -3.84487 -2.55225 -1.60761 -0.7719
C -2.68835 -3.00881 -0.98199 -0.3222
C -2.75192 -3.49110 0.31836 0.1851
C -3.97866 -3.49681 0.97865 -0.8094
C -5.11389 -3.01896 0.35398 -0.4858
S -1.34002 -4.08496 1.21269 0.1643
C -0.22303 -4.56807 -0.11439 -0.8258
O -0.04223 -1.41403 -0.56017 -0.5370
H -6.11464 -1.74008 -2.65742 0.3535
H -6.67686 -1.12033 -1.10119 0.2361
H -7.11244 -2.74848 -1.60497 0.4763
H -3.77813 -2.17722 -2.62247 0.2923
H -1.74649 -2.96084 -1.50907 0.2905
H -4.04107 -3.88374 1.98591 0.8717
H -6.05421 -3.01996 0.89749 0.4550
H -0.72239 -5.25534 -0.79542 0.4184
H 0.60694 -5.07907 0.37100 0.4027
H 0.15554 -3.69586 -0.63971 0.0909
```

ΔE to the lowest compared entry with this formula, charge and spin for the records above, in order: 42.3, 9.3, 8.0 kcal per mole